# 1
ORCA calculation (the ωB97M-V functional and the def2-TZVPD basis) on 2 unconnected molecules or ions with the total composition C6H12O.

```
19
Properties=species:S:1:pos:R:3:mulliken_charge:R:1
O 0.75847 1.62664 -0.25666 -0.3796
C -0.21903 1.71793 0.79025 -0.5826
C -1.03946 -1.58291 -0.88049 -1.5073
C -0.99874 0.40011 0.77678 -0.6592
C -0.74966 -0.10451 -0.64514 0.4521
C 0.69946 0.38776 -0.81781 -0.3117
C 2.08603 -0.75056 0.67740 -0.8397
H -2.05511 0.54573 1.01929 0.3948
H 1.89999 0.00697 1.45264 0.1606
H -0.88003 -1.86779 -1.92693 0.3700
H 0.28588 1.90523 1.74382 0.3012
H 1.31531 -0.83144 -0.17996 0.3076
H -0.57486 -0.32525 1.48080 0.2944
H -2.08378 -1.80957 -0.63517 0.3925
H -1.36450 0.49827 -1.33879 0.3130
H 1.06777 0.40619 -1.84946 0.3860
H -0.40291 -2.21057 -0.24972 0.3584
H 3.10183 -0.59129 0.29612 0.2223
H -0.84664 2.57908 0.54302 0.3272
```

Orbital gap (alpha / beta) = 8.07 / 8.07 eV
Energy above the lowest of the compared OMol25 structures with the same formula, charge and spin = 4.7793 eV

# 2
ORCA calculation (the ωB97M-V functional and the def2-TZVPD basis) on 9 unconnected molecules or ions with the total composition C66H151N9O14.

```
240
Properties=species:S:1:pos:R:3:mulliken_charge:R:1
O 16.74299 -17.03854 -2.44329 -0.2923
O 13.15435 -14.45598 -6.17808 -0.4499
O 13.95032 -9.35035 0.08272 -0.5504
O 15.77017 -23.67743 5.88571 -0.4342
O 21.60167 -14.30723 -3.52483 -0.4989
O 18.91439 -18.59712 2.31159 -0.5067
O 18.39772 -25.25158 -4.88339 -0.5134
O 17.66745 -20.93248 2.68095 0.1539
O 17.00771 -18.67858 13.28562 -0.3134
O 14.00854 -26.49829 2.11038 0.0188
O 15.78147 -18.39016 -6.73343 -0.3372
O 13.35117 -18.41933 0.24198 -0.0225
O 13.83084 -23.20947 0.19336 0.0425
O 18.76859 -19.58732 8.90741 -0.3678
N 14.02689 -10.55435 -0.56960 0.3742
N 21.83019 -13.76625 -2.24608 0.5432
N 18.54743 -23.94778 -4.41800 0.3430
N 17.40270 -19.84297 0.00647 0.9373
N 16.73867 -19.96699 10.92371 -0.3197
N 19.07304 -17.67575 3.39922 1.0328
N 13.31916 -17.55588 -5.51357 -0.4415
N 12.38629 -20.74289 1.67506 -0.3760
N 16.90006 -25.98552 3.78076 -0.4432
C 19.53693 -13.30808 -1.70904 -2.1211
C 13.83594 -24.34604 -0.67197 0.0529
C 17.28450 -21.78028 1.64423 -0.0974
C 15.97756 -19.66907 13.27908 -0.5490
C 15.77391 -25.89834 4.65833 -1.1678
C 19.48238 -15.37186 5.22292 -0.7604
C 20.48147 -15.48581 -0.95677 -1.1382
C 20.81896 -14.01159 -1.24358 2.1031
C 19.00117 -22.83585 -6.66450 -2.0601
C 13.66296 -15.10901 -4.99238 0.4968
C 23.85993 -15.29857 -1.86405 -1.5360
C 12.42141 -10.23844 -2.33778 -2.0960
C 17.99762 -16.63164 3.54738 2.0208
C 14.64237 -9.32742 -2.69780 -1.6064
C 21.30038 -18.82208 4.00307 -1.7974
C 18.09364 -21.47702 3.92620 -0.6143
C 20.52623 -17.52225 3.76193 1.2905
C 16.47829 -20.66082 12.18334 -0.7451
C 17.24448 -24.41198 -2.44307 -2.2037
C 14.49640 -18.06397 -4.77289 -0.0888
C 18.68348 -22.41178 -2.46268 -0.7691
C 15.28657 -19.09960 -5.63014 -0.6775
C 15.58197 -12.35466 -2.37746 -0.5221
C 17.54395 -20.22081 8.58859 -0.4181
C 20.95683 -23.79373 -5.33211 -1.7910
C 15.07197 -24.50464 4.88994 0.5563
C 23.56937 -13.11129 -0.46836 -1.5916
C 14.22966 -11.81228 -2.81233 -1.8234
C 19.78617 -21.63515 -3.26665 -1.1218
C 22.58773 -13.60786 0.57305 -0.3755
C 16.69428 -17.43003 3.63005 -2.2049
C 12.75770 -19.57764 2.41302 -0.2089
C 15.09144 -11.37573 0.02968 1.7269
C 16.39876 -10.60521 0.27091 -1.6189
C 21.29661 -16.77220 2.59229 -1.6215
C 14.49638 -11.97614 1.40884 -1.9038
C 12.87363 -16.40420 -4.73651 -0.3252
C 16.64722 -18.92878 -0.83306 -0.0355
C 16.58816 -20.90913 0.54867 -0.6768
C 19.60557 -21.72491 -4.70924 -0.3756
C 15.47233 -12.61320 -0.87752 -0.8751
C 18.57345 -23.90348 -2.95332 1.9432
C 18.06970 -15.98891 4.97960 -1.4369
C 16.71253 -19.22468 -7.47428 -0.8248
C 13.84167 -10.52831 -2.04468 1.8550
C 13.09246 -27.55036 1.95848 -1.0291
C 19.54051 -23.13101 -5.23363 1.5946
C 15.26478 -22.36077 6.08759 -0.1397
C 15.34648 -26.83435 1.82205 -1.1723
C 17.50929 -18.08136 -1.76036 0.4048
C 12.75731 -18.44867 -1.04439 -0.4376
C 20.60328 -16.56313 5.08224 -1.0488
C 16.25009 -16.03147 -1.51425 0.2453
C 16.78840 -17.54394 14.22726 -0.8456
C 19.34432 -18.90382 7.84334 -0.6707
C 12.46542 -18.41474 1.34939 -1.1199
C 16.38966 -25.80174 2.40226 0.2462
C 12.97692 -21.96889 2.21862 -0.0332
C 12.78850 -23.16100 1.21876 -0.8395
C 17.91947 -15.65977 2.35601 -1.3009
C 23.25449 -13.77465 -1.85887 1.3053
C 24.05126 -12.90206 -2.83575 -1.9729
C 17.09557 -20.91739 9.84584 -0.8184
C 12.09869 -13.56085 -5.85382 -0.3233
C 21.13312 -13.39765 0.17032 -0.9475
C 19.72807 -24.68900 -2.22256 -1.4698
H 12.43252 -12.77924 -5.17136 -0.0481
H 18.70969 -18.10469 7.46028 0.2341
H 16.82015 -19.46757 8.27741 0.3298
H 13.97794 -25.25646 -0.08968 -0.1211
H 20.97001 -15.73729 2.49036 0.1971
H 18.18010 -20.68843 4.67369 -0.0481
H 14.07927 -24.61492 5.32639 0.4923
H 15.95752 -16.71832 4.00254 0.6523
H 20.92967 -24.77125 -5.81360 0.3722
H 20.26701 -18.49207 8.25224 0.3370
H 15.99712 -18.32299 -0.20179 -0.1087
H 14.75959 -9.30570 -3.78126 0.3274
H 16.54824 -22.51987 1.95892 -0.5397
H 15.54626 -21.73294 5.24219 0.0853
H 17.51124 -25.21288 4.00341 0.3234
H 21.62234 -16.18960 5.18267 0.4751
H 12.36572 -19.45037 -1.22151 0.3435
H 13.85431 -14.37130 -4.21310 -0.2925
H 16.43854 -13.03021 -0.59352 -0.0331
H 22.77216 -14.66150 0.78264 -0.0165
H 17.05652 -15.52104 -0.98772 -0.1114
H 17.88621 -21.57093 10.21445 0.3440
H 24.58926 -13.32787 -0.15051 0.5169
H 20.49500 -21.28712 -5.16241 0.6642
H 23.67458 -12.03095 -0.56779 0.4043
H 19.59989 -19.57755 7.02548 0.2711
H 13.27965 -28.28631 2.74042 0.3552
H 17.64256 -25.14312 -5.46612 0.3657
H 17.25329 -24.37130 -1.35387 0.2691
H 15.53612 -16.45302 -0.80670 0.3330
H 15.87051 -24.85539 2.25054 -0.2664
H 11.79877 -23.15041 0.76224 0.4242
H 13.84075 -19.46574 2.46377 -0.0867
H 14.18975 -22.43775 6.25030 0.3783
H 22.78544 -13.04284 1.48397 0.5672
H 17.76882 -20.90202 7.76793 0.4317
H 25.12634 -12.86974 -2.65895 0.3644
H 12.90830 -16.75202 -3.70408 0.0189
H 15.59029 -21.96489 7.04957 -0.1948
H 21.10016 -13.61009 -3.95387 0.3670
H 16.92689 -18.77780 -8.44508 0.3038
H 14.66903 -24.19007 -1.35733 -0.2917
H 17.48535 -22.34008 4.19679 0.2122
H 16.93582 -15.21867 2.19494 0.4594
H 11.83991 -13.14387 -6.82710 0.2999
H 19.71454 -22.29868 -7.28953 0.4054
H 17.88732 -16.74133 5.74687 0.3312
H 12.49957 -22.25726 3.15515 0.5078
H 15.06231 -19.15932 12.97811 0.3558
H 16.26144 -21.57859 9.61102 0.4157
H 14.94644 -13.51387 -0.56079 0.2984
H 16.31689 -9.77834 0.97637 0.3687
H 16.31115 -11.58580 -2.63295 0.4753
H 15.92740 -20.11730 14.27138 0.3837
H 17.68330 -21.98800 -2.37238 0.1140
H 15.24871 -12.53959 1.96075 0.2728
H 19.51784 -24.82724 -1.16200 0.3108
H 23.93272 -13.25699 -3.85950 0.3914
H 13.70295 -18.33585 -1.57462 -0.1933
H 21.01553 -17.27912 1.66917 0.2790
H 11.32500 -14.12801 -5.33628 0.2661
H 16.07513 -19.59641 -5.06494 0.2367
H 15.02703 -23.95792 3.94804 -0.3678
H 15.83257 -17.06144 14.02308 0.3189
H 15.22345 -17.27507 -4.58017 0.1180
H 21.32905 -16.09517 -0.64308 0.1789
H 15.86702 -13.25629 -2.91960 0.3013
H 14.66286 -19.84849 -6.11826 0.4676
H 18.68747 -23.74617 -7.17539 0.4282
H 17.24296 -15.27857 4.98430 0.5188
H 18.15366 -22.30258 1.24440 0.4408
H 16.76259 -17.71050 15.30415 0.3101
H 16.14223 -26.30256 5.60121 0.5033
H 17.47747 -16.70331 14.14583 0.2942
H 21.43130 -23.96470 -4.36581 0.3306
H 15.66051 -20.48608 0.93413 -0.2947
H 14.65175 -15.35510 -5.37946 0.1863
H 15.65349 -9.31134 -2.29103 0.3935
H 13.17484 -28.20225 1.08879 0.3933
H 15.64652 -21.34799 12.02822 0.3739
H 12.84314 -24.07274 1.81362 0.2350
H 23.61037 -11.91285 -2.95896 0.4875
H 20.53582 -17.07696 6.04117 0.1012
H 21.45296 -19.45614 3.12968 0.2828
H 19.53120 -14.86014 6.18410 0.4816
H 11.97128 -17.72209 -1.25016 0.3847
H 14.20698 -18.64906 -3.89996 0.1833
H 17.14913 -11.23066 0.75452 0.4114
H 13.61295 -17.34023 -6.45552 0.3662
H 18.91455 -13.96094 -2.32100 0.4580
H 20.61636 -24.05770 -2.24455 0.3779
H 23.72201 -15.74846 -2.84725 0.3432
H 15.06170 -26.68248 4.40147 0.2134
H 20.98078 -12.32144 0.25195 0.5702
H 14.09892 -8.43819 -2.37836 0.3765
H 12.21040 -19.56804 3.35561 0.4654
H 16.42260 -23.85157 -2.88864 0.5431
H 18.03974 -22.32268 -6.64417 0.4684
H 12.61646 -17.44497 1.82358 0.4671
H 19.69655 -20.60575 -2.91966 0.2488
H 15.64519 -27.83883 2.12186 0.4969
H 16.15726 -21.51923 -0.24519 0.6998
H 20.09331 -15.98736 -1.84327 0.6623
H 22.20737 -18.50198 4.51591 0.4805
H 16.44578 -17.91552 2.68630 0.0909
H 20.12410 -25.64496 -2.56525 0.2640
H 19.67900 -12.37160 -2.24842 0.4856
H 17.04243 -25.45889 -2.66948 0.5023
H 12.20434 -10.42851 -3.38889 0.3501
H 12.14404 -9.22319 -2.05414 0.4557
H 23.38242 -15.92475 -1.11040 0.2817
H 13.55235 -12.49902 1.25553 0.4348
H 13.05520 -9.31422 0.42776 0.3669
H 16.85056 -18.30837 4.25630 0.3001
H 16.40847 -20.26885 -7.54752 0.3322
H 20.82274 -19.43859 4.76456 0.3153
H 17.31563 -21.23388 12.58154 0.3578
H 18.72070 -21.15533 -4.99328 -0.3615
H 18.88045 -12.96791 -0.90815 0.1284
H 18.61413 -14.84352 2.55424 0.2059
H 12.71429 -20.65977 0.72343 0.2380
H 18.15559 -16.13859 1.40570 -0.2387
H 14.04554 -21.91376 2.42627 -0.2220
H 11.43641 -18.45404 0.99205 0.4373
H 19.61661 -14.64558 4.42130 0.2886
H 20.53304 -13.75716 1.00624 -0.0602
H 15.96002 -19.38440 -1.54599 0.4137
H 11.73542 -10.87141 -1.77487 0.4298
H 13.48625 -12.57835 -2.59192 0.4527
H 21.70437 -23.29041 -5.94525 0.4331
H 15.45877 -26.67705 0.74932 0.4863
H 18.03007 -18.68053 -2.50727 -0.4744
H 15.63112 -15.29149 -2.02160 -0.3050
H 17.44977 -19.29297 11.16897 0.2827
H 14.28920 -11.62763 -3.88492 0.5806
H 16.87570 -10.23662 -0.63725 0.3268
H 11.84984 -16.35639 -5.10755 0.3750
H 17.66605 -19.29822 -6.95131 0.2683
H 20.71494 -22.11625 -2.96001 0.4527
H 12.06765 -27.20435 2.09310 0.2450
H 24.89547 -15.17556 -1.54683 0.4700
H 17.28395 -25.84271 1.78044 0.4247
H 19.09173 -21.86004 3.71362 0.3385
H 18.36856 -19.28333 2.70248 0.0998
H 18.30556 -17.61818 -1.17767 -0.2080
H 19.76255 -15.63071 -0.15038 -0.3154
H 17.86522 -19.28643 0.71104 -0.0507
H 14.22753 -11.12163 2.02984 0.4743
H 18.92864 -22.46013 -1.40171 0.1619
H 22.36787 -16.76974 2.79352 0.5833
H 12.85852 -24.38971 -1.15244 0.3491
```

Orbital gap = 8.50 eV
Energy above the lowest of the compared OMol25 structures with the same formula, charge and spin = 4.2422 eV

# 3
ORCA calculation (the ωB97M-V functional and the def2-TZVPD basis) on 2 unconnected molecules or ions with the total composition C5H15NO.

```
22
Properties=species:S:1:pos:R:3:mulliken_charge:R:1
O 3.26594 1.89000 -1.66204 -0.6656
N -0.26591 -0.03766 0.59112 0.0408
C 0.40216 1.17530 1.01501 -0.6514
C -1.22825 0.10286 -0.54102 -0.6142
C 0.20961 -2.52362 0.79167 -1.2957
C 0.67278 -1.15849 0.31295 -0.4790
C -2.60770 0.69532 0.04604 -0.8654
H 1.05874 -1.39505 -0.69141 0.2564
H 1.14343 1.50052 0.15011 0.0929
H -3.39503 0.08454 0.56531 0.2705
H 1.51395 -0.84625 0.88422 0.4646
H 1.06278 -3.28271 0.75035 0.3393
H 3.38227 1.31781 -2.48243 0.3242
H -0.36605 2.05499 0.96205 0.1907
H 0.91578 1.05238 1.93878 0.3467
H -3.04604 1.04500 -0.92624 0.3014
H -0.91134 0.59412 -1.50060 0.3390
H -0.08831 -2.52449 1.74176 0.4360
H -0.57723 -2.89710 0.14016 0.2848
H -1.31264 -0.90882 -0.99823 0.3423
H -2.28462 1.62251 0.52539 0.2203
H 2.45568 2.43884 -1.61296 0.3217
```

Orbital gap = 9.19 eV
Energy above the lowest of the compared OMol25 structures with the same formula, charge and spin = 2.5720 eV

What is the energy above the lowest of the compared OMol25 structures with the same formula, charge and spin in the second record? 4.2422 eV

Number 2 is which compound? C66H151N9O14